[1]
DFT (ωB97M-V/def2-TZVPD) results for a structure of composition C19H42P2ReSi at a distorted geometry.

XYZ file:
```
65
C19H42P2ReSi, DFT ωB97M-V/def2-TZVPD
P 0.18753 2.83007 -0.75643
P 1.95717 -0.34085 -2.22568
C 1.72245 2.36996 -1.62823
C 1.51371 1.35524 -2.73869
H 2.45370 2.14242 -0.84464
H 2.01845 3.32418 -2.08562
H 0.48235 1.32749 -3.12489
H 2.15761 1.61408 -3.58776
C 3.69369 -0.08109 -1.80893
H 4.16458 -0.97023 -1.36699
H 3.89799 0.79642 -1.18300
H 4.18580 0.09484 -2.77874
C 2.03034 -1.13604 -3.87231
H 2.85999 -0.75801 -4.48675
H 1.09061 -0.97342 -4.41994
H 2.18532 -2.21254 -3.73551
C 0.64030 3.83978 0.63834
H -0.14874 3.88041 1.39841
H 0.82181 4.82808 0.21569
H 1.57213 3.45292 1.06379
C -0.23261 4.10607 -2.03590
H -0.38205 3.64042 -3.02401
H 0.64532 4.75612 -2.08534
H -1.11951 4.70138 -1.78786
Re 0.63066 -0.60816 2.66092
C -0.81115 -1.51523 -2.35950
C 0.29652 -0.93658 -1.69345
C 0.05194 0.00930 -0.38151
C -1.20081 0.80399 -0.03543
C -1.68934 2.01846 -0.92629
C -2.48346 1.66656 -2.08661
C -2.31904 0.45977 -2.90818
C -2.14794 -0.95003 -2.21485
C -0.64321 0.23944 3.98767
H -0.67865 -2.28349 -3.13819
H 0.79067 -1.85940 -1.29920
H 0.97784 0.60751 -0.20095
H 0.17288 -0.72031 0.46923
H -2.00100 0.07915 0.09011
H -1.04208 1.15262 0.99710
H -2.20531 2.80717 -0.31011
H -3.32644 2.30639 -2.38174
H -1.45540 0.63022 -3.57574
H -3.24421 0.40775 -3.51321
H -2.54218 -0.90019 -1.19052
H -2.81961 -1.62220 -2.74717
H -1.71762 -0.01917 3.99468
H -0.59678 1.30753 3.68608
H -0.22598 0.22809 5.01290
C 1.53347 -1.53808 4.28080
Si -0.70441 -2.79390 3.50868
C -0.11571 -4.55641 3.27276
C -2.47559 -2.78878 4.12817
C -0.78338 -1.86509 1.92965
H 0.96034 -1.43414 5.22128
H 2.45108 -0.92167 4.36714
H 1.90599 -2.57830 4.23310
H 0.40854 -4.90918 4.16806
H -0.99381 -5.20092 3.12734
H 0.53794 -4.65444 2.39658
H -2.95522 -1.80378 4.08591
H -3.05568 -3.49216 3.50834
H -2.50010 -3.14855 5.16159
H -0.53020 -2.58006 1.13457
H -1.85148 -1.63145 1.80097
```

Calculated values
Energy above the lowest of the compared OMol25 structures with the same formula, charge and spin (eV): 4.772
HOMO-LUMO gap (alpha / beta) (eV): 5.17 / 3.74
Net charge: +2
HOMO energy (alpha / beta) (eV): -11.71 / -11.13
Multiplicity: 4

Löwdin atomic charge list, values in e, 8 entries: atom 1 (P): 0.99, atom 2 (P): 0.98, atom 3 (C): -0.34, atom 4 (C): -0.30, atom 5 (H): 0.08, atom 6 (H): 0.10, atom 7 (H): 0.09, atom 8 (H): 0.12

***

[2]
DFT (ωB97M-V/def2-TZVPD) results for a structure of composition C33H46N3O2RhS at a distorted geometry.

XYZ file:
```
86
C33H46N3O2RhS, DFT ωB97M-V/def2-TZVPD
Rh -9.25729 -0.49133 -16.26933
C -11.85556 -1.57631 -23.21017
C -11.19931 -2.42564 -22.08800
C -10.33436 -3.58100 -22.62075
C -12.35048 -3.15337 -21.31343
C -10.52885 -1.47393 -21.12645
C -10.02133 -2.04868 -19.98053
C -9.53302 -1.20619 -18.97561
N -9.01767 -1.62803 -17.79559
C -8.38195 -2.83504 -17.53078
C -7.87911 -3.74935 -18.44701
C -7.17938 -4.87725 -18.05116
C -7.09002 -5.10648 -16.65325
C -7.59108 -4.27108 -15.68687
C -8.07085 -3.05109 -16.14957
O -8.41336 -2.03873 -15.32139
C -7.86824 -4.68060 -14.29728
C -9.35892 -4.62583 -13.95182
C -7.35449 -6.14792 -13.99321
C -7.13182 -3.72449 -13.34506
C -6.35902 -5.72383 -19.03691
C -5.23089 -6.49640 -18.34985
C -7.28678 -6.77907 -19.76034
C -5.72988 -4.78066 -20.07722
C -9.91591 0.22348 -18.94568
O -9.97034 0.79279 -17.74259
C -10.20261 0.84883 -20.22530
C -10.38631 -0.07412 -21.27419
C -10.19147 2.36775 -20.49745
C -8.81395 2.67549 -21.07767
C -10.34536 3.19467 -19.23165
C -11.38666 2.61913 -21.38949
H -12.57633 -2.20186 -23.79720
H -11.12918 -1.15291 -23.88583
H -12.49718 -0.77456 -22.79189
H -10.85738 -4.34866 -23.18364
H -9.87090 -4.16763 -21.79824
H -9.55209 -3.17598 -23.23050
H -12.95762 -3.80381 -21.93642
H -13.00709 -2.43735 -20.83833
H -11.91094 -3.78015 -20.52712
H -10.12010 -3.10515 -19.77177
H -8.06347 -3.59631 -19.51726
H -6.73052 -6.06278 -16.32822
H -9.98782 -5.37926 -14.43055
H -9.77860 -3.66444 -14.25551
H -9.51795 -4.73198 -12.88080
H -7.79713 -6.93491 -14.68143
H -7.57333 -6.50327 -12.96936
H -6.24069 -6.26001 -14.07858
H -7.28756 -2.68631 -13.58348
H -6.05660 -3.91437 -13.30600
H -7.50599 -3.80872 -12.32133
H -5.62203 -7.22709 -17.58671
H -4.44779 -5.84751 -17.95902
H -4.77225 -7.14847 -19.09213
H -7.97822 -7.17726 -18.97551
H -6.74846 -7.61650 -20.16921
H -7.92371 -6.30986 -20.45851
H -5.09786 -4.02686 -19.58895
H -6.50192 -4.29421 -20.70696
H -5.09207 -5.32305 -20.74785
H -10.41685 0.29253 -22.27917
H -8.03030 2.26188 -20.40393
H -8.57313 3.68827 -21.26455
H -8.70409 2.13875 -22.02619
H -9.50884 2.98464 -18.54395
H -11.32216 3.06881 -18.69300
H -10.34104 4.26271 -19.49494
H -11.11647 2.35238 -22.43045
H -11.64877 3.64717 -21.46777
H -12.27498 2.04456 -21.10435
S -9.97338 1.98663 -12.49650
C -9.54004 3.02238 -13.82641
C -9.37203 2.26704 -14.95297
N -9.56302 0.86200 -14.78967
C -9.84581 0.60429 -13.47398
H -9.56280 4.08790 -13.79237
H -9.02834 2.56842 -15.94926
H -10.11489 -0.36935 -13.06905
C -13.32242 -0.14390 -14.27092
C -12.22874 -0.73554 -15.10038
N -11.40729 -1.27247 -15.72864
H -12.93846 0.76620 -13.78762
H -13.52141 -0.90529 -13.54791
H -14.17903 0.03686 -14.84745
```

Calculated values
HOMO-LUMO gap (alpha / beta) (eV): 8.31 / 5.65
Net charge: +2
HOMO energy (alpha / beta) (eV): -13.21 / -14.67
Multiplicity: 5

Löwdin atomic charge list, values in e, 8 entries: atom 1 (Rh): 1.14, atom 2 (C): -0.04, atom 3 (C): -0.51, atom 4 (C): -0.02, atom 5 (C): -0.03, atom 6 (C): -0.11, atom 7 (C): 0.07, atom 8 (C): -0.14

***

[3]
DFT (ωB97M-V/def2-TZVPD) results for a structure of composition C44H64IrN4O10P2SeSi at a distorted geometry.

XYZ file:
```
127
C44H64IrN4O10P2SeSi, DFT ωB97M-V/def2-TZVPD
Ir 0.66481 -0.60283 0.68989
C 0.64230 -5.40830 0.41664
Si 0.81015 -3.79224 -0.53417
C 2.05226 -4.02701 -1.91310
C -0.85887 -3.30640 -1.18826
N 1.42180 -2.44767 0.50714
C 2.73389 -2.60018 1.00298
C 3.45682 -3.79883 0.98598
C 4.74650 -3.85790 1.49166
C 5.35594 -2.73850 2.03608
C 4.65281 -1.54156 2.09610
C 3.37452 -1.51397 1.59260
O 2.57101 -0.35642 1.61216
C 3.18364 0.83645 2.06782
C 3.95388 1.51692 1.14482
C 4.55506 2.70816 1.52631
C 4.37314 3.19347 2.81479
C 3.60813 2.47902 3.72633
C 3.00664 1.27912 3.35979
H 1.13785 -6.20811 -0.14005
H -0.40762 -5.68753 0.52576
H 1.07907 -5.39471 1.41574
H 1.57558 -4.50234 -2.77567
H 2.89477 -4.65295 -1.62422
H 2.44465 -3.06006 -2.22337
H -0.94129 -3.65867 -2.22043
H -1.01686 -2.23377 -1.19266
H -1.66277 -3.77603 -0.61561
H 3.01886 -4.70431 0.59713
H 5.27706 -4.80020 1.46055
H 6.36443 -2.79056 2.42056
H 5.09514 -0.65537 2.52887
H 4.08360 1.09445 0.15963
H 5.16792 3.25411 0.82035
H 4.84159 4.12176 3.11308
H 3.48491 2.84949 4.73557
H 2.41733 0.69960 4.04995
C -1.64974 4.09633 -2.36242
C -1.98938 3.53748 -0.99970
C -3.47097 3.35487 -0.75542
O -1.28724 2.26035 -0.73698
P -1.10602 0.98864 -1.60967
O -0.76273 -0.17042 -0.70433
C 0.22620 1.26750 -2.79814
P 1.66766 0.18762 -2.51884
O 1.97126 0.12303 -1.05596
O 2.81918 0.66059 -3.44579
C 3.57222 1.90285 -3.67773
C 2.83174 2.75732 -4.68156
C 3.89590 2.60964 -2.38588
O 1.27024 -1.20296 -3.09847
C 1.44513 -1.76585 -4.45691
C 2.90091 -2.02059 -4.79079
C 0.74598 -0.91548 -5.49525
O -2.46667 0.86327 -2.33366
C -3.12899 -0.04109 -3.29647
C -3.07168 0.61167 -4.65871
C -2.56811 -1.43536 -3.23260
H -2.13689 5.06541 -2.47087
H -2.01718 3.45197 -3.16413
H -0.57796 4.25550 -2.48031
H -1.57484 4.18458 -0.22815
H -3.94497 2.79080 -1.55706
H -3.94230 4.33649 -0.69842
H -3.64141 2.84046 0.19207
H 0.54900 2.30465 -2.68808
H -0.13734 1.13383 -3.81763
H 4.49214 1.53297 -4.12735
H 1.91933 3.18544 -4.26041
H 2.57637 2.18472 -5.57296
H 3.47249 3.58467 -4.98706
H 2.99904 3.00913 -1.90844
H 4.56182 3.44638 -2.59735
H 4.39891 1.93678 -1.69554
H 0.92635 -2.71821 -4.35938
H 3.39680 -1.11984 -5.14753
H 2.94091 -2.76900 -5.58294
H 3.44968 -2.40991 -3.93531
H 1.20688 0.07108 -5.57680
H -0.31807 -0.80957 -5.28444
H 0.84244 -1.40101 -6.46661
H -4.15915 -0.04835 -2.94332
H -2.06716 0.57942 -5.08549
H -3.39718 1.65028 -4.60614
H -3.74050 0.08346 -5.33834
H -1.49658 -1.45405 -3.45072
H -3.07692 -2.05363 -3.97273
H -2.72411 -1.87459 -2.25071
C -5.56097 2.16533 4.07778
C -4.18359 1.59311 4.25837
C -3.99667 0.37289 4.89533
C -2.73306 -0.16787 5.08219
C -2.60606 -1.46929 5.83650
C -1.62091 0.51860 4.55878
C -0.32696 -0.18478 4.59447
O 0.51136 -0.15991 3.70758
C -1.77961 1.79126 3.97574
C -0.61989 2.70142 3.65785
C -3.06185 2.29890 3.83561
H -6.33146 1.42056 4.27143
H -5.69776 2.55319 3.06668
H -5.72334 2.99798 4.76478
H -4.85892 -0.16859 5.26831
H -3.59312 -1.83857 6.10761
H -2.04279 -1.33351 6.76212
H -2.11190 -2.25191 5.26112
H -0.15623 -0.83408 5.46849
H 0.33530 2.18802 3.64279
H -0.57449 3.48767 4.41466
H -0.76777 3.19351 2.69527
H -3.18930 3.28950 3.40819
Se -0.38520 -3.02059 2.62525
N -0.80853 -1.50031 1.71516
C -2.12843 -1.33502 1.74570
C -2.88997 -0.21516 1.29475
C -4.23719 -0.24435 1.43629
C -4.93206 -1.35105 2.02755
C -4.24842 -2.40616 2.52028
C -2.82014 -2.41320 2.41798
N -2.07137 -3.36114 2.94207
H -2.39194 0.64972 0.88534
H -4.81839 0.61016 1.10955
H -6.01064 -1.31360 2.10120
H -4.73219 -3.24110 3.00873
O 1.23601 3.68846 -0.22534
N 1.42885 2.78533 0.50807
O 0.71652 1.94919 0.96246
```

Calculated values
HOMO-LUMO gap (alpha / beta) (eV): 6.23 / 5.31
Net charge: +2
HOMO energy (alpha / beta) (eV): -12.01 / -12.01
Multiplicity: 2

Löwdin atomic charge list, values in e, 8 entries: atom 1 (Ir): 1.42, atom 2 (C): -0.19, atom 3 (Si): 0.44, atom 4 (C): -0.15, atom 5 (C): -0.17, atom 6 (N): -0.24, atom 7 (C): -0.28, atom 8 (C): -0.04

***

[4]
DFT (ωB97M-V/def2-TZVPD) results for a cluster of 9 separate species, C4H30N2O9 in total at a distorted geometry.

XYZ file:
```
45
C4H30N2O9, DFT ωB97M-V/def2-TZVPD
C 1.05517 -2.19992 1.95367
O 1.12905 -3.04547 0.83125
C -0.09491 -1.17286 1.82939
C -0.04196 -0.02646 2.77330
C -0.54559 1.34935 2.54262
N 0.38005 2.12534 1.71289
N -1.44933 -1.98867 1.83668
H 1.09412 -2.90313 2.82564
H 1.88784 -1.44756 1.87352
H 1.41818 -2.46141 -0.02220
H 0.02758 -0.80382 0.75338
H 0.93084 -0.07100 3.27402
H -0.74705 -0.22654 3.75613
H -0.86983 1.82956 3.51088
H -1.59604 1.34976 2.00273
H 0.40081 1.69097 0.75107
H 1.41676 2.09053 2.15210
H 0.18537 3.11477 1.53265
H -1.75939 -2.24663 2.78614
H -2.28331 -1.37332 1.40453
H -1.40819 -2.85027 1.26001
H 1.09504 1.12514 -4.23522
H -0.01856 1.82946 -3.41411
O 0.54494 0.99627 -3.45090
H 2.71450 0.27917 -1.94810
H 1.67419 1.41260 -2.16615
O 2.14840 0.88956 -1.48455
H -2.39040 -3.20970 -2.25319
H -1.27006 -2.74526 -1.32619
O -2.14291 -2.85354 -1.40791
H -0.35839 -1.36102 -2.79996
H 0.86884 -0.40858 -2.16393
O 0.07837 -0.91478 -2.06496
H -1.30568 3.38860 -2.98234
H -0.76267 2.72740 -1.69216
O -0.55684 3.02271 -2.60272
H 0.11874 0.74468 -1.18244
H -1.28981 0.66566 -0.42408
O -0.57023 1.25678 -0.62839
H 2.49200 1.63648 -0.07243
H 3.62990 2.42286 1.02874
O 2.69613 2.01748 0.82306
H -3.43159 -0.13829 -0.12900
H -2.01154 -0.70932 -0.84379
O -2.47734 -0.37015 -0.10203
```

Calculated values
Energy above the lowest of the compared OMol25 structures with the same formula, charge and spin (eV): 2.527
HOMO-LUMO gap (eV): 11.40
Net charge: +2
HOMO energy (eV): -17.03

Löwdin atomic charge list, values in e, 8 entries: atom 1 (C): -0.22, atom 2 (O): -0.08, atom 3 (C): -0.26, atom 4 (C): -0.16, atom 5 (C): -0.20, atom 6 (N): 0.11, atom 7 (N): 0.20, atom 8 (H): 0.16

***

[5]
DFT (ωB97M-V/def2-TZVPD) results for a structure of composition C37H40BF4OPdS4Sb.

XYZ file:
```
89
C37H40BF4OPdS4Sb, DFT ωB97M-V/def2-TZVPD
Pd 0.48968 -0.85489 0.54765
C 4.28309 -2.68926 -1.04924
C 4.55264 -1.92918 0.24651
S 3.14345 -1.03929 0.97648
C 2.82036 -1.91209 2.52571
C 2.25016 -3.31162 2.37338
S 0.61973 -3.29548 1.58052
C 0.83002 -4.36463 0.13526
C 1.68606 -3.84171 -1.01612
S 3.44473 -4.27913 -0.86390
H 5.24553 -2.93423 -1.50284
H 3.74590 -2.06715 -1.76688
H 5.29754 -1.15242 0.06825
H 4.93748 -2.60410 1.01183
H 2.10113 -1.27237 3.03967
H 3.73425 -1.92088 3.12258
H 2.12948 -3.75249 3.36370
H 2.90821 -3.95030 1.78753
H -0.19445 -4.49843 -0.21072
H 1.18476 -5.33077 0.49763
H 1.61515 -2.76113 -1.07700
H 1.30999 -4.24422 -1.95501
F -2.56249 -0.85443 3.10724
B -1.52088 0.02903 2.87713
F -0.27204 -0.69638 2.95144
F -1.58269 0.50925 1.52375
F -1.48721 1.09132 3.76796
C -9.56995 -4.27817 -2.63686
C -8.12761 -3.86976 -2.42839
O -7.58422 -3.04359 -3.10470
S -7.35390 -4.76316 -1.07820
C -5.75186 -4.02082 -1.01723
C -4.86877 -4.13689 -2.08488
C -3.61298 -3.55869 -2.00999
C -3.21419 -2.87754 -0.86056
C -4.10014 -2.76543 0.21212
C -5.36569 -3.32943 0.12785
C -1.90123 -2.28263 -0.77653
C -0.79536 -1.78399 -0.71393
H -9.69580 -4.58892 -3.67340
H -10.19754 -3.40412 -2.46575
H -9.87942 -5.08107 -1.96878
H -5.16907 -4.67207 -2.97611
H -2.92563 -3.63893 -2.84253
H -3.80085 -2.20815 1.09423
H -6.05949 -3.22772 0.95301
C 2.07041 1.78504 3.44875
C 1.18061 2.95881 3.13859
C 0.89402 3.90025 4.12073
C 0.01055 4.94379 3.88036
C -0.61221 5.06319 2.64742
C -0.33355 4.13909 1.64991
C 0.57140 3.11087 1.89093
Sb 0.91097 1.71536 0.36043
C 2.82648 1.98296 -0.54757
C 2.93265 1.16742 -1.68392
C 4.09276 1.12885 -2.44289
C 5.17417 1.91383 -2.05923
C 5.07160 2.72336 -0.93963
C 3.90791 2.77828 -0.16495
C 3.89434 3.68367 1.04155
C -0.29302 2.44197 -1.21158
C -1.35221 1.62222 -1.60848
C -2.15608 1.98179 -2.67993
C -1.90133 3.16520 -3.35607
C -0.85875 3.98485 -2.95367
C -0.03903 3.64816 -1.87712
C 1.07368 4.59858 -1.49943
H 2.72389 1.99612 4.29592
H 2.71354 1.51306 2.60467
H 1.45197 0.91789 3.69774
H 1.35472 3.80008 5.09713
H -0.20213 5.65936 4.66504
H -1.31691 5.86364 2.46148
H -0.83298 4.21782 0.69211
H 2.08960 0.55449 -1.99399
H 4.14745 0.50401 -3.32696
H 6.08939 1.90439 -2.63892
H 5.91445 3.34365 -0.65242
H 4.49187 4.57611 0.85286
H 4.32560 3.18160 1.91207
H 2.88994 4.00299 1.31761
H -1.56155 0.70056 -1.08325
H -2.97483 1.33948 -2.97738
H -2.52218 3.46003 -4.19311
H -0.67640 4.91737 -3.47739
H 0.72899 5.63144 -1.57547
H 1.93411 4.48391 -2.16345
H 1.43022 4.45253 -0.48037
```

Calculated values
Energy above the lowest of the compared OMol25 structures with the same formula, charge and spin (eV): 0.000
HOMO-LUMO gap (alpha / beta) (eV): 8.16 / 6.05
HOMO energy (alpha / beta) (eV): -8.00 / -8.00
Multiplicity: 3

Löwdin atomic charge list, values in e, 8 entries: atom 1 (Pd): 0.55, atom 2 (C): -0.54, atom 3 (C): -0.48, atom 4 (S): 0.85, atom 5 (C): -0.52, atom 6 (C): -0.49, atom 7 (S): 0.93, atom 8 (C): -0.51

***

[6]
DFT (ωB97M-V/def2-TZVPD) results for a cluster of 2 separate species, C4H6Se in total at a distorted geometry.

XYZ file:
```
11
C4H6Se, DFT ωB97M-V/def2-TZVPD
C -1.83735 -1.83814 -0.48986
C -1.32134 -0.72396 0.01908
C -0.92868 0.32684 0.66744
C 3.04417 0.84057 -0.71553
Se 4.02379 -0.37444 0.12686
H -2.01413 -2.68001 0.05928
H -1.62751 0.98541 1.36044
H 0.00573 0.91585 0.45279
H 2.05622 0.48985 -1.26094
H 3.32372 1.86649 -0.75738
H -2.28449 -1.81420 -1.38169
```

Calculated values
Energy above the lowest of the compared OMol25 structures with the same formula, charge and spin (eV): 2.856
HOMO-LUMO gap (eV): 7.82
HOMO energy (eV): -8.63

Löwdin atomic charge list, values in e, 8 entries: atom 1 (C): 0.02, atom 2 (C): -0.17, atom 3 (C): -0.04, atom 4 (C): -0.60, atom 5 (Se): 0.61, atom 6 (H): 0.03, atom 7 (H): 0.10, atom 8 (H): 0.05